w.
{
  "formula": "C7H10O2",
  "method": "ωB97M-V with the def2-TZVPD basis set",
  "elements": ["H", "C", "H", "C", "C", "H", "H", "C", "H", "H", "C", "H", "C", "C", "H", "O", "H", "H", "O"],
  "positions_angstrom": [[2.25952, 1.28838, -0.27761], [-0.13442, -1.03140, -1.09014], [-0.07957, -0.44170, 2.39436], [-1.43818, -0.29783, -0.16435], [-1.23425, -0.16787, -1.49894], [-1.69215, 0.25481, 2.71434], [-0.26389, 1.23169, 2.91274], [1.65004, 0.81505, -1.05000], [1.76690, -1.14030, -0.13155], [-1.83634, -1.06356, 0.48186], [-0.74073, 0.89792, 0.84739], [2.33331, 0.55149, -1.86542], [-0.70375, 0.44915, 2.29081], [1.02535, -0.43191, -0.50698], [-1.14037, 0.76263, -2.04861], [-0.23642, -2.39289, -1.33971], [0.38898, -2.87505, -0.78120], [0.91417, 1.52055, -1.44205], [-0.83821, 2.07087, 0.55507]],
  "molar_mass_da": 126.2,
  "homo_ev": [-7.911, -7.479]
}

=====

x.
{
  "formula": "C7H10O2",
  "method": "ωB97M-V with the def2-TZVPD basis set",
  "elements": ["C", "C", "C", "C", "C", "C", "H", "H", "H", "C", "O", "H", "O", "H", "H", "H", "H", "H", "H"],
  "positions_angstrom": [[-0.09350, -0.06787, -1.76379], [-0.71072, 1.82602, 1.34392], [-0.11319, -1.11818, -0.74106], [-0.07502, -0.52216, 0.59691], [0.05383, 0.93655, 0.34365], [0.99097, -1.05817, -1.67102], [-0.71700, -1.96884, -0.77074], [2.09207, -0.20287, 0.52029], [-1.92165, 1.78064, 1.22478], [1.17839, -0.00401, 1.01736], [0.07595, 1.12295, -1.03379], [-0.93918, -0.10030, -2.53030], [-0.96828, -1.16781, 1.44378], [1.96892, -0.83210, -1.24260], [-0.44540, 1.22706, 2.35694], [1.10391, -1.72058, -2.41488], [-1.97400, -0.91422, 1.39903], [1.24631, 0.17369, 2.08024], [-0.65980, 2.96317, 1.34144]],
  "molar_mass_da": 126.2,
  "homo_ev": -8.745
}

=====

Most stable of them? x.

=====

w.
{
  "formula": "C7H10O2",
  "method": "ωB97M-V with the def2-TZVPD basis set",
  "elements": ["H", "C", "C", "O", "H", "C", "H", "H", "C", "H", "C", "H", "H", "O", "C", "H", "H", "C", "H"],
  "positions_angstrom": [[2.84784, -0.71766, -0.35038], [-2.58853, 0.47228, -0.11843], [-0.91802, 0.25325, -0.26225], [0.26621, -2.22560, -0.39800], [0.02201, -1.07589, 1.33672], [2.36363, -0.47000, 0.54051], [-2.87801, 1.37976, 0.28935], [-3.09883, 0.05094, -1.02640], [1.63482, 1.07620, 0.03964], [2.92786, -0.71999, 1.57912], [0.08865, -0.90273, -0.61483], [-2.77351, -1.61323, -0.06377], [-0.27973, 2.42367, -0.08033], [-3.02550, -0.79745, 0.70762], [0.93181, -1.16568, 0.43175], [1.90212, 1.35118, -1.19171], [0.77319, -0.41713, -1.59877], [-0.07844, 1.27346, 0.01352], [1.88243, 1.82461, 0.76663]],
  "molar_mass_da": 126.2,
  "homo_ev": -9.174
}

=====

x.
{
  "formula": "C7H10O2",
  "method": "ωB97M-V with the def2-TZVPD basis set",
  "elements": ["H", "H", "C", "H", "C", "H", "H", "H", "O", "O", "H", "C", "C", "C", "H", "H", "H", "C", "C"],
  "positions_angstrom": [[0.71779, 0.35278, -2.31732], [-2.61798, 0.02546, 1.60253], [1.05502, 0.18593, 0.68871], [1.86432, -0.96944, -2.56062], [-0.37280, -1.14202, -0.49196], [-0.54268, 1.84065, -0.97439], [-1.30410, -1.06016, 2.06610], [2.30750, 0.47080, -1.61507], [1.74800, 1.21503, 0.53907], [-1.22986, -1.91940, -0.59229], [1.10280, -0.38090, 1.64136], [1.50549, -0.23052, -1.84446], [-0.74173, 0.42650, 0.58888], [1.05541, -0.90058, -0.54339], [-2.13368, 1.91514, -0.04266], [1.60196, -1.83115, -0.36351], [-1.29846, 0.60498, 2.63487], [-1.17503, 1.43010, -0.19723], [-1.54200, -0.03320, 1.78136]],
  "molar_mass_da": 126.2,
  "homo_ev": [-8.349, -8.347]
}

=====

Most stable of them? x.

=====

w.
{
  "formula": "C8H12P2",
  "method": "ωB97M-V with the def2-TZVPD basis set",
  "elements": ["H", "H", "C", "H", "P", "H", "P", "H", "C", "H", "C", "C", "H", "C", "C", "H", "C", "H", "H", "C", "H", "H"],
  "positions_angstrom": [[2.92745, 1.06479, 1.43213], [1.63984, 1.47369, 2.57480], [-0.36752, 0.72467, 0.76834], [1.37839, 1.11846, -0.44594], [-2.69061, 0.35324, -0.94665], [-0.26762, -1.45602, 0.89897], [0.21728, -0.69434, -2.69661], [0.87058, 2.51295, 0.52466], [1.86986, 0.93193, 1.65563], [2.02237, -1.14155, 1.07533], [-1.50386, -0.90951, -3.19162], [1.48559, -0.54011, 1.80676], [-3.58315, -0.66213, -2.98526], [-2.59920, -0.48877, -2.55670], [-1.14225, 0.43575, -0.42657], [-1.64522, -1.40738, -4.14696], [0.97656, 1.42749, 0.52231], [-0.96811, 1.36324, 1.42854], [-0.60429, -0.66047, 2.43076], [-0.01799, -0.59151, 1.51524], [1.72085, -0.92293, 2.79948], [0.28104, -1.93147, -2.03665]],
  "molar_mass_da": 170.1,
  "homo_ev": [-8.112, -7.995]
}

=====

x.
{
  "formula": "C8H12P2",
  "method": "ωB97M-V with the def2-TZVPD basis set",
  "elements": ["H", "H", "H", "C", "H", "C", "H", "H", "H", "C", "P", "P", "C", "C", "H", "C", "H", "H", "H", "C", "H", "C"],
  "positions_angstrom": [[-1.42698, 0.62260, -3.16458], [2.41514, -0.13247, -1.53004], [-2.54780, -2.66590, -0.65221], [0.01455, 1.64522, -0.18476], [1.32581, 0.55878, 2.55116], [-1.76609, -2.31232, -0.05199], [-1.47958, 0.70142, 1.08288], [0.97475, 2.07348, 0.19739], [0.79753, -1.87791, 1.79196], [-0.57840, 1.10458, 1.04756], [0.34211, 1.49901, 2.56444], [-1.27501, -0.21296, -2.07828], [1.52984, -1.04299, 0.04401], [0.52783, -1.55168, 0.88573], [-0.46071, 0.78205, 3.36716], [-0.72620, -2.00713, 0.50571], [2.59151, -1.32365, 0.37162], [-0.80713, 2.18409, -0.67536], [0.77498, 1.10655, -2.36027], [1.48776, -0.28849, -1.13692], [-2.10951, 0.51619, -1.09830], [0.39560, 0.62152, -1.47690]],
  "molar_mass_da": 170.1,
  "homo_ev": [-7.401, -7.604]
}

=====

Most stable of them? w.

=====

w.
{
  "formula": "C5H15NO",
  "method": "ωB97M-V with the def2-TZVPD basis set",
  "elements": ["H", "H", "O", "C", "C", "H", "C", "H", "N", "C", "C", "H", "H", "H", "H", "H", "H", "H", "H", "H", "H", "H"],
  "positions_angstrom": [[2.46113, 1.89189, -0.59135], [1.56427, -1.08050, 1.59198], [-1.48000, 3.46793, -0.25541], [2.24103, 0.90669, -0.20318], [0.94219, 0.33293, -0.84521], [-1.97403, -2.54547, 0.49591], [0.04665, -0.40764, 0.12053], [0.48422, 1.10368, -1.44227], [-1.05255, -0.98617, -0.64943], [-2.15382, -1.51713, 0.13552], [0.84468, -1.47711, 0.88101], [1.43063, -2.04283, 0.13762], [-2.28257, -0.95075, 1.05737], [-0.71549, -1.73618, -1.22074], [1.24058, -0.44844, -1.54505], [3.07931, 0.23561, -0.38586], [-1.73439, 3.39604, 0.67476], [0.17311, -2.19144, 1.35197], [-3.07578, -1.52654, -0.43647], [-0.44826, 0.26867, 0.80864], [-1.68964, 4.35494, -0.55236], [2.09874, 0.95184, 0.87202]],
  "molar_mass_da": 105.2,
  "homo_ev": -8.496
}

=====

x.
{
  "formula": "C5H15NO",
  "method": "ωB97M-V with the def2-TZVPD basis set",
  "elements": ["H", "H", "N", "H", "H", "H", "H", "C", "H", "H", "H", "H", "H", "H", "C", "H", "C", "H", "C", "O", "H", "C"],
  "positions_angstrom": [[-1.57420, -1.79934, -1.24618], [2.11871, -2.05078, 1.00175], [0.20065, -0.33289, -1.45783], [1.40395, -3.16535, -0.37473], [-1.06874, -2.97988, 0.00509], [2.41562, -1.75456, -0.69114], [0.73256, -0.70553, -2.25202], [0.37016, -1.18654, -0.20964], [-2.76374, -1.65236, 1.17693], [-2.37519, -0.11452, 0.29962], [-1.33615, -0.56606, 1.67525], [0.32336, -0.67303, 0.71136], [-0.39716, 1.61831, -0.64438], [1.12471, 5.24179, 1.73379], [1.59645, -2.11858, -0.09578], [1.35673, 1.41749, -0.69673], [-1.97816, -0.96733, 0.78016], [0.40021, 1.58323, -2.30073], [-1.11881, -1.84758, -0.19149], [0.47994, 5.77671, 2.06724], [-0.31674, 5.18175, 1.96566], [0.40586, 1.09504, -1.25619]],
  "molar_mass_da": 105.2,
  "homo_ev": -8.506
}

=====

y.
{
  "formula": "C5H15NO",
  "method": "ωB97M-V with the def2-TZVPD basis set",
  "elements": ["H", "H", "H", "H", "N", "H", "C", "H", "H", "C", "H", "C", "C", "H", "H", "C", "H", "H", "H", "H", "O", "H"],
  "positions_angstrom": [[-3.34803, 3.07712, 2.12285], [1.95919, 1.47727, 0.63525], [-1.10425, -0.75685, -1.71011], [-2.24572, -2.71487, -0.60532], [0.56667, -0.74283, -0.37835], [-1.96923, 3.23065, 1.32548], [0.98562, 0.48869, -1.11863], [0.12010, 0.18887, 1.47961], [3.30879, 0.74831, -0.44655], [-0.82478, -1.05242, -0.66756], [2.31378, 2.24465, -0.89282], [-1.08324, -2.50480, -0.52996], [2.21821, 1.18653, -0.40667], [-0.63119, -2.96938, 0.34191], [-1.64895, -0.57914, 0.00062], [0.71318, -0.69094, 1.03192], [1.71325, -0.36451, 1.05669], [1.26538, 0.27047, -2.20495], [-0.58595, -3.01284, -1.38042], [0.25738, 1.29986, -1.29206], [-2.47660, 2.76068, 2.04130], [0.49638, -1.58453, 1.59777]],
  "molar_mass_da": 105.2,
  "homo_ev": -8.505
}

=====

z.
{
  "formula": "C5H15NO",
  "method": "ωB97M-V with the def2-TZVPD basis set",
  "elements": ["C", "H", "H", "H", "H", "H", "O", "H", "H", "C", "H", "N", "C", "H", "H", "H", "C", "H", "H", "H", "H", "C"],
  "positions_angstrom": [[-1.16908, -4.12805, -0.57085], [-0.55742, -3.78410, 0.28013], [-0.01152, -0.79237, 3.84908], [-1.84556, -1.31950, 1.50332], [-1.09288, -0.14019, 0.38440], [0.35551, -3.38606, -2.56396], [-1.41254, -3.08434, -1.49284], [-0.43935, -1.78965, -2.73412], [-1.38641, 0.30834, 2.09378], [-0.19608, -2.59801, -2.02421], [0.45717, -2.18867, -1.23534], [0.22035, -1.04603, 1.74716], [1.22461, -0.00199, 1.61524], [1.21738, -1.98974, 3.33386], [1.03323, 0.84452, 2.29598], [-2.14459, -4.47111, -0.18703], [-1.09449, -0.51589, 1.42144], [-0.65908, -4.98149, -1.04847], [1.22964, 0.37447, 0.57849], [2.22018, -0.41854, 1.84311], [-0.52585, -2.37603, 3.18818], [0.22328, -1.57088, 3.10381]],
  "molar_mass_da": 105.2,
  "homo_ev": -8.704
}

=====

Most stable of them? w.

=====

w.
{
  "formula": "C5H15NO",
  "method": "ωB97M-V with the def2-TZVPD basis set",
  "elements": ["H", "H", "H", "H", "H", "C", "H", "O", "H", "H", "H", "C", "C", "H", "H", "H", "H", "H", "N", "C", "C", "H"],
  "positions_angstrom": [[1.64654, 0.39674, 1.06103], [1.03746, 3.30846, -1.45012], [0.47877, -0.24090, 3.19609], [1.62540, -1.10423, -0.78102], [-0.07251, -2.93843, -0.90517], [0.55578, 0.41804, 1.09257], [-0.89777, 0.77139, 2.66788], [0.17814, 2.91022, -1.58064], [0.20180, 1.31986, 0.56534], [-1.71848, -0.78462, 1.56011], [-1.89563, -0.06204, -0.05192], [0.16767, 0.58497, 2.56139], [0.00152, -2.12636, -1.63973], [-0.15932, 3.21792, -2.42716], [-0.97411, -1.97754, -2.09025], [0.57200, -0.01164, -1.53938], [0.66155, 1.50063, 2.88167], [0.73262, -2.55230, -2.32765], [0.03455, -0.74848, 0.42044], [-1.41188, -0.87261, 0.52460], [0.57213, -0.91866, -0.91467], [-1.75840, -1.83499, 0.16828]],
  "molar_mass_da": 105.2,
  "homo_ev": -7.899
}

=====

x.
{
  "formula": "C5H15NO",
  "method": "ωB97M-V with the def2-TZVPD basis set",
  "elements": ["H", "H", "H", "H", "C", "H", "C", "H", "H", "H", "H", "H", "C", "H", "O", "C", "H", "C", "H", "H", "N", "H"],
  "positions_angstrom": [[2.12258, 0.55480, -1.86800], [0.15724, -1.97096, 1.51003], [1.43783, -1.89312, 0.52515], [1.36222, 0.62929, 1.51535], [-0.25000, -1.25630, -0.44480], [-1.29086, -1.11330, -0.22178], [0.57866, 0.94282, 0.67757], [0.43122, -3.32971, 0.10280], [1.21454, 2.37682, -0.97533], [-4.52751, 1.18619, 0.79462], [-0.48492, 1.12058, 0.94609], [-0.31229, -1.56981, -1.46489], [1.55838, -0.26851, -1.31169], [1.42316, -0.95117, -2.12640], [-3.86149, 0.52341, 0.76367], [1.52070, 2.14972, 0.09881], [2.65621, 1.89897, 0.14876], [0.45319, -2.25044, 0.46093], [-3.48709, 0.51473, 1.61013], [1.59861, 3.21552, 0.55130], [0.43986, 0.01426, -0.44650], [2.34637, -0.85970, -0.91659]],
  "molar_mass_da": 105.2,
  "homo_ev": -7.977
}

=====

y.
{
  "formula": "C5H15NO",
  "method": "ωB97M-V with the def2-TZVPD basis set",
  "elements": ["C", "H", "H", "H", "H", "H", "O", "C", "H", "C", "H", "C", "H", "H", "H", "H", "N", "C", "H", "H", "H", "H"],
  "positions_angstrom": [[0.16673, 2.76183, -2.04884], [-0.37728, -3.07661, -1.20333], [0.04447, 3.86145, -1.83985], [-0.11970, -1.23746, 1.07593], [-1.52784, 2.67205, -0.82765], [0.68194, -2.07817, 5.39234], [1.23065, -2.43506, 4.66207], [-0.53722, 2.17457, -0.77001], [-1.53123, -2.53744, -0.25824], [0.32636, -1.41781, 0.10977], [1.13929, -0.25713, -1.43081], [0.58625, -0.11725, -0.49608], [1.30621, 2.44390, -1.99891], [-1.41027, 0.25662, -1.28521], [1.40269, 0.21962, 0.24715], [-0.49290, 2.50005, -2.93316], [-0.72302, -2.21654, -0.74136], [-0.69313, 0.73053, -0.63232], [1.22883, -2.15403, 0.13982], [-1.21191, 0.51917, 0.34541], [0.64573, -3.12527, 4.31063], [-0.13467, 2.51297, 0.18264]],
  "molar_mass_da": 105.2,
  "homo_ev": -9.012
}

=====

Most stable of them? w.